Density functional theory data (wB97M-V/def2-TZVPD) for 2 unconnected molecules or ions with the total composition H3N3O2.

Max |F| ... 0.129 hartree/bohr
Multiplicity ... 1
Relative energy (zero: lowest compared OMol25 entry of this formula, charge and spin) ... 38.14 kcal per mole
SMILES string ... [H]/N=N/N=O.O
HOMO level (alpha / beta) ... -9.2 / -9.2 eV
Frontier orbital gap (alpha / beta) ... 0.3395 / 0.3395 hartree

Last column: Mulliken charge in e.
Geometry (Å):
O 0.12196 -0.55963 -1.96482  -0.62
O 1.80697 0.59547 2.28104  -0.53
N -1.40581 0.06673 1.11469  -0.61
N -0.21277 0.03406 1.37991  0.48
N 0.82693 0.56166 1.58220  0.38
H -0.34011 -0.30209 -2.67586  0.29
H 0.98446 0.00535 -1.94865  0.33
H -1.78164 -0.40156 0.23148  0.28